# 1
Computed, not measured: a cluster of 2 separate species, C4H12 in total, with wB97M-V/def2-TZVPD.

Properties
M   60.14 u
2S+1   1
Gap between HOMO and LUMO   12.974 eV
Total charge   0
Calculated total energy   -159.5795 hartree

Each line ends with the Löwdin charge.
Geometry (Å):
C -0.4367 -1.1190 1.0607  -0.170
C -0.4835 -1.9866 2.3378  -0.163
H -0.8711 -1.6252 0.1991  0.062
H -1.0219 -0.2110 1.1833  0.054
H 0.5786 -0.7829 0.8615  0.050
H 0.4949 -1.9818 2.8245  0.058
H -0.7037 -3.0240 2.0876  0.057
H -1.2049 -1.6466 3.0744  0.056
C 1.1294 1.1780 -1.6009  -0.173
C -0.1998 1.9349 -1.7780  -0.166
H 1.5496 1.3107 -0.6070  0.055
H 0.9412 0.1130 -1.7460  0.057
H 1.8470 1.5298 -2.3331  0.055
H -0.5984 1.7581 -2.7828  0.061
H -0.0598 3.0053 -1.6863  0.056
H -0.9609 1.5473 -1.0948  0.053


# 2
Computed, not measured: the molecule C2H3N3OS2 at a distorted geometry, with wB97M-V/def2-TZVPD.

Properties
M   149.20 u
2S+1   1
Gap between HOMO and LUMO   8.669 eV
Total charge   0
Calculated total energy   -1113.8002 hartree

Each line ends with the Löwdin charge.
Geometry (Å):
S 2.6121 0.8437 0.6751  0.699
N 1.4600 0.2044 -0.4167  -0.324
C 0.3559 -0.1773 0.0967  -0.604
N -0.1017 -0.1112 1.4064  0.147
C -1.3288 -0.4537 1.3383  -0.177
O -1.8200 -0.8035 0.1475  -0.035
N -0.6580 -0.7763 -0.7045  -0.430
S -0.9768 -0.3167 -2.2904  0.858
H 3.5212 1.0782 -0.2908  -0.155
H -2.0384 -0.4901 2.1652  0.148
H -1.0254 1.0025 -2.1267  -0.127


# 3
Computed, not measured: a structure of composition C42H42Cl6N6O12 at a distorted geometry, with wB97M-V/def2-TZVPD.

Properties
M   1035.55 u
2S+1   1
Gap between HOMO and LUMO   7.363 eV
Total charge   0
Calculated total energy   -5617.2583 hartree

Each line ends with the Löwdin charge.
Geometry (Å):
Cl -3.0444 0.7049 4.8313  0.658
C -4.1339 2.0051 4.3140  -0.717
C -4.1302 3.2255 5.2116  -0.576
Cl -4.7838 2.8229 6.8554  0.559
H -5.1214 1.5898 4.1361  0.012
H -3.7660 2.4113 3.3698  -0.087
H -4.7846 3.9787 4.7839  0.076
H -3.1055 3.5627 5.3249  0.061
Cl 4.3310 4.3672 -0.8965  0.614
C 4.4663 2.6066 -0.9555  -0.659
C 3.9767 2.0733 -2.2667  -0.621
Cl 3.9091 0.2646 -2.2611  0.610
H 3.9665 2.2216 -0.0679  0.057
H 5.5188 2.3526 -0.8354  0.077
H 4.6670 2.3793 -3.0483  0.067
H 2.9699 2.3212 -2.5890  0.052
Cl 1.7449 -4.9228 0.8401  0.549
C 2.6768 -6.4648 0.6382  -0.629
C 2.9858 -7.0501 2.0034  -0.706
Cl 3.8071 -8.5883 1.8335  0.579
H 3.5874 -6.1454 0.1412  0.063
H 2.1381 -7.1581 -0.0009  0.069
H 2.1339 -7.2199 2.6567  0.069
H 3.6377 -6.3571 2.5351  0.070
C 3.8970 -4.4137 -4.7521  -0.059
C 3.2810 -3.9020 -3.6109  -0.068
C 2.0460 -4.3721 -3.2106  -0.022
C 1.4862 -5.4560 -3.8505  -0.146
C 2.1579 -6.0580 -4.9125  -0.005
C 3.3400 -5.5322 -5.3821  -0.062
N 0.1872 -5.9934 -3.4147  -0.351
O -0.2711 -6.9424 -4.0141  0.090
O -0.3383 -5.4396 -2.4707  0.070
H 4.8071 -3.9338 -5.0853  0.110
H 3.7362 -3.0363 -3.1473  0.101
H 1.5799 -3.8910 -2.3612  0.089
H 1.7083 -6.9027 -5.4184  0.121
H 3.8606 -5.9222 -6.2458  0.110
C 0.7154 4.1785 -0.4785  -0.041
C -0.5859 3.7236 -0.7732  -0.069
C -1.4249 3.3357 0.2510  -0.046
C -0.9742 3.4413 1.5713  -0.116
C 0.3124 3.8546 1.8474  -0.081
C 1.1550 4.2636 0.8328  -0.064
N -1.8211 2.9924 2.6777  -0.187
O -3.0001 2.8125 2.4860  0.032
O -1.2578 2.8058 3.7408  -0.021
H 1.3035 4.4791 -1.3356  0.095
H -0.8732 3.6800 -1.8140  0.120
H -2.4091 2.9359 0.0465  0.131
H 0.6853 3.8434 2.8631  0.124
H 2.1668 4.5826 1.0385  0.095
C -6.7002 0.1502 0.9301  -0.061
C -8.0010 0.0527 1.4086  -0.061
C -8.3255 0.7367 2.5773  0.002
C -7.3623 1.4774 3.2611  -0.119
C -6.0898 1.6239 2.7411  -0.029
C -5.7424 0.8778 1.6168  -0.036
N -7.7046 2.1384 4.5138  -0.338
O -8.8053 1.9374 4.9655  0.090
O -6.8666 2.8311 5.0351  0.012
H -6.3833 -0.2799 -0.0124  0.108
H -8.7456 -0.5643 0.9293  0.104
H -9.3275 0.7087 2.9817  0.116
H -5.3452 2.2896 3.1524  0.060
H -4.7385 0.9648 1.2237  0.072
C 1.2645 -2.1807 -5.9980  -0.068
C 1.2682 -1.1966 -5.0321  -0.065
C 2.1178 -0.0953 -5.1520  -0.024
C 2.9182 0.0052 -6.2680  -0.141
C 2.9310 -0.9840 -7.2572  0.003
C 2.1119 -2.0817 -7.1082  -0.061
N 3.8392 1.1349 -6.3705  -0.348
O 3.8086 1.9564 -5.4673  0.051
O 4.5754 1.2080 -7.3222  0.099
H 0.6506 -3.0446 -5.7746  0.109
H 0.7118 -1.3092 -4.1106  0.101
H 2.1035 0.6148 -4.3435  0.079
H 3.5933 -0.9285 -8.1085  0.120
H 2.0970 -2.8491 -7.8697  0.110
C 0.8890 -1.0172 -1.0819  -0.086
C 0.0073 -1.9789 -0.6141  -0.068
C -1.1894 -1.6546 -0.0047  0.031
C -1.4498 -0.2923 0.2004  -0.104
C -0.5840 0.6651 -0.2599  0.004
C 0.5794 0.3279 -0.9656  -0.038
N -2.6729 0.1104 0.9116  -0.260
O -3.5107 -0.7299 1.1344  0.109
O -2.8052 1.2911 1.1908  -0.010
H 1.8222 -1.2487 -1.5801  0.051
H 0.2957 -3.0136 -0.7549  0.056
H -1.9223 -2.4110 0.2341  0.126
H -0.8515 1.7124 -0.1822  0.054
H 1.2251 1.1180 -1.3200  0.081
C 0.8317 2.2308 2.9935  -0.114
C 0.4053 1.9624 4.2910  -0.072
C 1.2516 2.2422 5.3530  0.047
C 2.4277 2.9185 5.1180  -0.140
C 2.9202 3.0964 3.8291  0.027
C 2.0933 2.7831 2.7645  -0.107
N 3.2428 3.3648 6.2490  -0.346
O 4.2921 3.9391 5.9781  0.063
O 2.8507 3.1734 7.3850  0.083
H 0.1275 2.1520 2.1734  0.111
H -0.5598 1.4896 4.4018  0.075
H 0.9947 2.0157 6.3803  0.130
H 3.8973 3.5233 3.6597  0.122
H 2.4214 2.9223 1.7425  0.092


# 4
Computed, not measured: the ion C2H7ClO3P with charge +1 at a distorted geometry, with wB97M-V/def2-TZVPD.

Properties
M   145.50 u
2S+1   1
Gap between HOMO and LUMO   13.229 eV
Total charge   +1
Calculated total energy   -1107.4845 hartree

Each line ends with the Löwdin charge.
Geometry (Å):
C 0.6301 2.1809 -0.2783  -0.034
C 0.3910 -2.2399 -0.6303  -0.019
O -1.1294 0.3285 1.9554  -0.125
O 0.5225 0.7475 -0.1173  -0.242
O -0.4194 -1.5200 0.3229  -0.229
P -0.7509 -0.0146 0.3262  0.298
Cl -2.3225 0.5061 -0.6783  0.634
H 1.6324 2.4468 0.0533  0.110
H -0.1100 2.7040 0.3215  0.096
H 0.5120 2.4285 -1.3315  0.105
H 1.2136 -1.6248 -0.9904  0.097
H -0.2269 -2.5779 -1.4594  0.106
H 0.7802 -3.0970 -0.0842  0.110
H -0.7225 -0.2681 2.5903  0.092


# 5
Computed, not measured: a cluster of 3 separate species, C5H7NO in total, with wB97M-V/def2-TZVPD.

Properties
M   97.12 u
2S+1   1
Gap between HOMO and LUMO   9.498 eV
Total charge   0
Calculated total energy   -324.5810 hartree

Each line ends with the Löwdin charge.
Geometry (Å):
C 1.1929 -0.6429 -1.3579  -0.042
C 0.2575 -0.2529 -0.2559  -0.289
C -0.8662 -0.9686 0.1798  -0.137
N -1.6051 -0.3229 1.1047  0.041
C -0.6179 0.6202 1.6561  -0.512
O -0.5385 0.9727 2.7908  0.155
C 0.1998 0.9702 0.4347  -0.041
H 0.9147 -1.6148 -1.7775  0.079
H 2.2258 -0.7110 -0.9997  0.082
H 1.1723 0.0944 -2.1684  0.085
H -1.2412 -1.8846 -0.2711  0.125
H -1.9150 0.9022 0.3129  0.168
H 0.9555 1.7496 0.4256  0.130
H -1.1605 1.4746 0.0036  0.156


# 6
Computed, not measured: a structure of composition C5H6O, with wB97M-V/def2-TZVPD.

Properties
M   82.10 u
2S+1   1
Gap between HOMO and LUMO   9.572 eV
Total charge   0
Calculated total energy   -269.1437 hartree

Each line ends with the Löwdin charge.
Geometry (Å):
C 1.0944 -0.3005 -0.6004  -0.142
C 0.3778 1.0925 -0.5554  0.013
C -1.0472 0.5735 -0.3952  -0.287
O -1.1444 -0.8480 -0.6375  -0.066
C -0.0027 -0.9645 0.2401  -0.246
C -0.3830 0.3768 0.9452  -0.068
H 2.0994 -0.2822 -0.1660  0.111
H 1.1337 -0.7073 -1.6186  0.119
H 0.5371 1.2108 0.8107  0.130
H -1.9333 1.1537 -0.6442  0.146
H 0.0951 -1.9467 0.7146  0.147
H -0.8268 0.6418 1.9068  0.142


Which formula does entry 1 have? C4H12


Among the records above, which one has the lowest gap between HOMO and LUMO? C42H42Cl6N6O12